1.
{
  "formula": "C14H25N3O3",
  "method": "ωB97M-V with the def2-TZVPD basis set",
  "orbital_gap_ha": 0.335,
  "de_lowest_ev": 4.0524,
  "total_energy_ev": -25534.3069,
  "total_charge": 0,
  "smiles": "CCOCCc1c(C)noc1NC(=O)CN(CC)CC",
  "homo_ev": -8.5,
  "symbols": ["C", "C", "O", "C", "C", "C", "C", "C", "N", "O", "C", "N", "C", "O", "C", "N", "C", "C", "C", "C", "H", "H", "H", "H", "H", "H", "H", "H", "H", "H", "H", "H", "H", "H", "H", "H", "H", "H", "H", "H", "H", "H", "H", "H", "H"],
  "positions_angstrom": [[2.37, 4.06, 1.55], [1.97, 2.64, 1.78], [0.68, 2.34, 1.19], [-0.03, 1.32, 1.92], [-1.36, 1.11, 1.23], [-1.93, -0.21, 1.72], [-2.66, -0.42, 2.93], [-2.95, 0.60, 3.98], [-3.04, -1.67, 3.04], [-2.56, -2.35, 1.86], [-1.94, -1.43, 1.09], [-1.27, -1.58, -0.08], [-1.45, -2.63, -0.96], [-2.28, -3.53, -0.86], [-0.57, -2.59, -2.25], [0.44, -1.48, -2.35], [0.30, -0.48, -3.42], [0.65, -1.07, -4.80], [1.73, -1.68, -1.74], [2.09, -0.57, -0.75], [2.31, 4.36, 0.52], [3.40, 4.19, 1.92], [1.73, 4.70, 2.13], [2.71, 1.98, 1.32], [2.01, 2.43, 2.83], [0.59, 0.45, 1.93], [-0.18, 1.66, 2.96], [-2.08, 1.87, 1.44], [-1.14, 1.05, 0.17], [-3.25, 1.54, 3.51], [-3.74, 0.21, 4.65], [-2.03, 0.77, 4.63], [-0.65, -0.86, -0.45], [-0.02, -3.54, -2.32], [-1.21, -2.61, -3.11], [0.97, 0.39, -3.24], [-0.70, -0.11, -3.38], [-0.05, -1.89, -5.05], [0.53, -0.28, -5.53], [1.72, -1.44, -4.87], [1.73, -2.60, -1.13], [2.52, -1.78, -2.52], [2.08, 0.43, -1.20], [1.45, -0.56, 0.11], [3.11, -0.75, -0.40]]
}

---

2.
{
  "formula": "C34H31ClN2O2",
  "method": "ωB97M-V with the def2-TZVPD basis set",
  "orbital_gap_ha": 0.234,
  "total_energy_ev": -55355.8982,
  "total_charge": 0,
  "homo_ev": -6.8,
  "symbols": ["Cl", "C", "C", "C", "C", "O", "C", "C", "H", "H", "H", "H", "C", "N", "C", "O", "C", "C", "C", "C", "C", "C", "C", "C", "N", "C", "C", "C", "C", "C", "C", "C", "C", "C", "C", "C", "C", "C", "C", "C", "C", "C", "C", "H", "H", "H", "H", "H", "H", "H", "H", "H", "H", "H", "H", "H", "H", "H", "H", "H", "H", "H", "H", "H", "H", "H", "H", "H", "H", "H"],
  "positions_angstrom": [[9.07, -1.46, 0.46], [7.38, -1.25, 0.31], [6.58, -2.41, 0.22], [5.21, -2.27, 0.17], [4.58, -0.96, 0.21], [3.29, -0.91, 0.24], [5.46, 0.21, 0.23], [6.85, 0.05, 0.29], [7.02, -3.41, 0.19], [4.58, -3.17, 0.14], [5.10, 1.24, 0.21], [7.52, 0.92, 0.33], [-4.48, -0.02, 1.65], [-3.13, 0.51, 1.77], [-2.66, 1.15, 2.89], [-3.34, 1.44, 3.87], [-1.16, 1.42, 2.68], [-0.30, 0.77, 3.75], [-0.45, -0.73, 3.75], [-1.54, -1.31, 4.42], [-1.79, -2.68, 4.29], [-0.95, -3.48, 3.51], [0.16, -2.90, 2.89], [0.45, -1.55, 3.07], [-0.94, 0.96, 1.35], [0.30, 0.67, 0.87], [0.50, -0.10, -0.26], [1.82, -0.15, -0.80], [1.90, -0.95, -2.08], [2.78, -2.00, -2.44], [2.81, -2.50, -3.77], [1.91, -2.03, -4.73], [0.97, -1.09, -4.37], [0.97, -0.55, -3.08], [-2.16, 0.30, 0.73], [-2.52, 0.88, -0.61], [-2.98, 2.16, -0.68], [-3.48, 2.80, -1.89], [-3.95, 4.13, -1.82], [-4.48, 4.75, -2.95], [-4.53, 4.07, -4.17], [-4.07, 2.74, -4.25], [-3.55, 2.11, -3.13], [-5.04, 0.29, 2.54], [-4.94, 0.39, 0.75], [-4.45, -1.12, 1.59], [-1.03, 2.50, 2.71], [0.74, 1.06, 3.60], [-0.65, 1.15, 4.72], [-2.20, -0.69, 5.02], [-2.66, -3.12, 4.79], [-1.17, -4.54, 3.38], [0.81, -3.51, 2.25], [1.37, -1.12, 2.66], [1.20, 1.20, 1.30], [-0.28, -0.55, -0.90], [2.50, 0.69, -0.53], [3.46, -2.43, -1.71], [3.54, -3.24, -4.06], [1.92, -2.40, -5.75], [0.24, -0.71, -5.07], [0.27, 0.26, -2.84], [-1.98, -0.79, 0.58], [-2.34, 0.27, -1.51], [-2.95, 2.80, 0.21], [-3.91, 4.64, -0.86], [-4.86, 5.77, -2.88], [-4.94, 4.55, -5.06], [-4.13, 2.20, -5.19], [-3.21, 1.07, -3.18]]
}

---

3.
{
  "formula": "C28H29N4O2S2Ta",
  "method": "ωB97M-V with the def2-TZVPD basis set",
  "orbital_gap_ha": 0.263,
  "total_energy_ev": -62775.0395,
  "total_charge": 2,
  "homo_ev": -13.9,
  "symbols": ["Ta", "C", "N", "C", "C", "C", "N", "C", "C", "C", "C", "C", "C", "C", "O", "C", "C", "C", "N", "C", "C", "C", "C", "C", "C", "C", "O", "H", "H", "H", "H", "H", "H", "H", "H", "H", "H", "H", "H", "H", "H", "H", "H", "H", "H", "H", "H", "H", "H", "H", "H", "H", "S", "C", "N", "C", "C", "C", "C", "C", "C", "S", "H", "H", "H", "H"],
  "positions_angstrom": [[0.18, -0.61, 0.08], [-0.63, -3.78, -1.00], [-0.30, -2.45, -1.59], [0.82, -2.64, -2.59], [2.24, -2.38, -2.12], [2.53, -2.76, -0.68], [2.18, -1.63, 0.21], [3.14, -1.27, 1.00], [3.22, -0.14, 1.88], [4.37, 0.04, 2.67], [4.49, 1.16, 3.46], [3.47, 2.12, 3.46], [2.33, 1.96, 2.69], [2.21, 0.83, 1.91], [1.13, 0.60, 1.16], [-1.47, -2.11, -2.47], [-2.84, -2.00, -1.81], [-2.85, -1.04, -0.62], [-1.77, -0.07, -0.82], [-2.03, 0.98, -1.52], [-1.05, 1.87, -2.06], [-1.45, 3.06, -2.69], [-0.53, 3.88, -3.30], [0.82, 3.51, -3.30], [1.24, 2.33, -2.70], [0.31, 1.51, -2.08], [0.70, 0.36, -1.49], [-0.85, -4.48, -1.81], [-1.50, -3.70, -0.36], [0.18, -4.17, -0.40], [0.63, -1.99, -3.44], [0.74, -3.67, -2.95], [2.50, -1.33, -2.25], [2.90, -2.94, -2.78], [3.60, -2.97, -0.56], [2.00, -3.66, -0.37], [4.04, -1.88, 0.99], [5.15, -0.70, 2.65], [5.37, 1.31, 4.07], [3.58, 3.00, 4.08], [1.54, 2.70, 2.69], [-1.52, -2.88, -3.25], [-1.23, -1.17, -2.97], [-3.22, -2.98, -1.51], [-3.51, -1.63, -2.59], [-2.66, -1.59, 0.31], [-3.81, -0.53, -0.52], [-3.07, 1.18, -1.77], [-2.50, 3.33, -2.70], [-0.83, 4.80, -3.77], [1.55, 4.15, -3.78], [2.28, 2.04, -2.72], [-0.31, -2.49, 1.80], [-1.21, -1.18, 2.45], [-1.21, -0.12, 1.68], [-1.86, 0.97, 2.25], [-1.98, 2.26, 1.73], [-2.68, 3.19, 2.46], [-3.26, 2.87, 3.69], [-3.13, 1.60, 4.23], [-2.42, 0.66, 3.50], [-2.05, -1.00, 3.93], [-1.52, 2.52, 0.78], [-2.79, 4.20, 2.08], [-3.80, 3.62, 4.24], [-3.56, 1.35, 5.19]]
}

---

4.
{
  "formula": "C7H14P",
  "method": "ωB97M-V with the def2-TZVPD basis set",
  "orbital_gap_ha": 0.238,
  "de_lowest_ev": 4.2400,
  "total_energy_ev": -16763.4187,
  "total_charge": 1,
  "homo_ev": -12.9,
  "symbols": ["C", "C", "C", "C", "C", "C", "C", "P", "H", "H", "H", "H", "H", "H", "H", "H", "H", "H", "H", "H", "H", "H"],
  "positions_angstrom": [[-0.60, -0.25, 2.49], [-0.58, 0.99, 1.99], [1.32, -0.67, -1.46], [-1.20, -0.91, -1.51], [0.62, 1.59, 1.32], [2.66, -0.44, -1.12], [-2.67, -0.79, -1.30], [0.08, -1.45, -0.46], [0.35, -0.78, 2.33], [-1.22, -0.73, 3.17], [-1.23, 1.74, 2.30], [0.83, -0.26, -2.31], [-0.84, -0.57, -2.52], [0.68, 2.69, 1.48], [0.62, 1.50, 0.17], [1.47, 1.06, 1.80], [3.32, -1.06, -1.73], [2.78, -0.79, -0.15], [2.96, 0.66, -1.29], [-2.76, -0.88, -0.21], [-3.01, -1.76, -1.81], [-3.04, 0.13, -1.82]]
}